No. 1
Computed, not measured: a cluster of 12 separate species, C4H29N2O11 in total, with wB97M-V/def2-TZVPD.

```
46
Properties=species:S:1:pos:R:3:forces:R:3
C 1.60357 -0.09382 2.04850 -0.2 -2.1 1.9
C 1.09345 -0.20699 0.68304 -0.6 -0.3 -1.6
C -0.19263 -0.20912 0.17890 3.2 -0.3 -1.5
N -0.09118 -0.35642 -1.21153 0.6 -0.3 0.2
C 1.20502 -0.46353 -1.56146 -0.6 -0.1 2.2
N 1.94861 -0.39268 -0.41669 -3.6 0.1 -1.0
H 0.79517 0.14592 2.75983 0.2 -0.1 -0.4
H 2.34857 0.64590 2.17074 0.8 0.9 -0.1
H 2.03833 -1.09561 2.42766 -0.7 1.5 -0.9
H -1.10376 -0.14829 0.66796 -1.3 0.2 0.6
H -0.95301 -0.50640 -1.82887 1.0 0.3 0.2
H 1.60278 -0.57249 -2.56099 -0.2 0.0 0.3
H 2.93281 -0.41836 -0.36784 1.5 0.1 0.1
H 1.12580 2.63608 -2.94055 0.0 -0.3 0.5
H 0.05678 2.08777 -1.96117 -1.0 0.1 0.1
O 0.99854 2.06406 -2.16399 1.1 0.6 -0.9
H -3.75169 -1.44479 2.51941 -0.9 -1.0 1.7
H -2.72171 -0.39767 2.13759 -0.2 -0.1 0.1
O -3.37212 -1.02834 1.78587 1.1 1.2 -1.7
H 1.79258 2.37528 -0.68384 -0.2 0.3 -0.6
H 2.43195 3.57753 0.14047 -0.6 -1.8 0.0
O 2.16997 2.60812 0.18405 0.4 1.9 0.7
H 5.04105 1.17432 0.56621 -2.5 -0.6 -1.7
H 3.53962 1.57257 0.08564 -0.2 0.9 0.4
O 4.23639 0.92560 -0.03301 3.2 -0.4 1.4
H -2.67591 -1.40362 -1.91148 -1.6 -2.0 2.5
H -2.94281 -0.07478 -2.66348 0.9 -1.3 0.2
O -2.35751 -0.87559 -2.58456 0.6 3.4 -2.9
H -0.42126 -3.88039 -1.37048 -0.1 -1.9 -1.2
H -1.28604 -2.85990 -0.63103 0.7 -0.5 -0.2
O -0.35484 -3.11863 -0.85275 -0.7 1.9 1.2
H -2.31985 1.71267 3.31404 -0.6 0.6 0.2
H -1.18367 0.86007 3.86057 -0.5 0.1 -1.0
O -1.70492 1.04066 3.03879 0.9 -0.8 1.1
H 1.84040 -3.76908 1.24292 -0.8 1.6 -0.7
H 0.85330 -2.86389 0.41312 -2.2 -0.7 -1.9
O 1.55721 -2.84176 1.00445 3.3 -1.4 2.8
H -3.09378 -1.90306 0.32235 -0.2 0.4 0.8
H -3.66193 -3.03131 -0.53551 -0.8 -0.8 -0.1
O -2.94544 -2.42061 -0.47762 0.6 0.3 -0.4
H 0.31867 2.43709 1.03959 0.4 0.2 -0.2
H -0.93119 1.98145 1.77253 -0.4 -0.9 1.1
O -0.63138 2.58191 1.11562 0.2 1.3 -1.1
H -2.00234 2.91913 -1.58819 -2.5 3.8 -1.4
H -1.33102 2.34831 -0.34476 -0.1 -0.4 -1.9
O -1.54542 2.18707 -1.36045 2.4 -3.3 3.2
```
Forces are in eV/Å.

Values from the calculation:
energy relative to the best compared isomer or geometry (same formula, charge and spin) = 0.521 eV
2S+1 = 1
charge = +1
orbital gap = 9.4 eV

No. 2
Computed, not measured: a cluster of 10 separate species, C4H29N3O10 in total, with wB97M-V/def2-TZVPD.

```
46
Properties=species:S:1:pos:R:3:forces:R:3
N 3.16066 -0.96597 -1.69158 -0.8 0.8 0.1
C 1.75139 -0.70366 -2.06722 0.2 -0.6 0.0
N 0.84499 -0.00003 -1.11251 2.0 -0.6 -2.2
C 0.35888 -0.73345 -0.02387 -4.5 0.8 1.8
C -0.74961 0.30531 0.67719 2.2 -1.3 -1.0
N -1.40476 -0.37155 1.76985 0.1 -1.3 1.4
C -2.69509 -0.81931 1.90962 -0.5 1.4 -2.2
O -3.62757 -0.22967 1.37572 0.0 -0.1 0.5
H 3.43153 -0.25886 -1.00872 0.1 -0.6 -0.2
H 3.25606 -1.88194 -1.27661 0.0 0.1 0.3
H 1.78283 -0.08603 -2.97109 -0.2 -0.1 0.0
H 1.35179 -1.69972 -2.30788 -0.4 0.5 -0.1
H 1.33717 0.86570 -0.91174 -0.4 0.0 0.8
H 0.97148 -1.23418 0.73746 0.5 0.6 -0.5
H -0.44464 -1.45858 -0.25632 1.1 -0.4 -1.0
H -1.36735 0.69713 -0.12053 -0.5 -0.3 0.1
H -0.07439 1.08115 0.96940 -0.5 0.6 0.5
H -0.72126 -0.89710 2.30503 -0.2 -0.2 0.1
H -2.97261 -1.77939 2.36343 1.0 0.1 0.7
O 1.45353 -1.57799 2.98368 -0.2 -0.1 -0.6
H 1.39398 -0.89934 2.27771 0.3 -0.4 0.8
H 1.44524 -1.03977 3.77504 0.0 0.1 0.3
O -3.72111 1.23070 -0.81630 -0.7 0.4 -0.6
H -4.13781 1.17749 0.05757 0.3 -0.4 0.0
H -4.44181 1.41979 -1.43781 0.2 -0.1 0.2
O -0.75258 3.05808 1.74746 -1.3 1.1 0.2
H -1.46441 2.76313 1.15466 0.5 -0.4 -0.3
H -1.17294 3.90863 2.00225 0.9 -0.5 0.2
O 1.72772 -4.10353 0.56212 -0.3 0.2 0.0
H 1.00879 -4.38063 1.13514 0.0 -0.5 0.2
H 1.45990 -3.19059 0.42960 0.3 0.3 -0.3
O -0.53012 2.18119 -4.07004 -0.8 0.1 -0.1
H 0.02845 2.89928 -4.37806 0.3 -0.3 0.2
H -0.03487 1.50193 -3.61153 0.6 0.0 -0.1
O -1.82015 3.17090 -1.52394 0.0 0.1 0.2
H -2.66982 2.71205 -1.44104 0.3 -0.1 0.2
H -1.31144 2.62898 -2.14016 -0.1 0.2 -0.2
O 1.50125 0.97780 2.40624 0.5 -0.1 0.2
H 0.72302 1.54643 2.45860 0.3 0.7 0.2
H 2.32469 1.43689 2.62402 -0.9 0.6 0.0
O 3.75724 0.13967 0.96264 -0.8 -0.7 -0.7
H 3.42511 0.21529 1.86929 1.2 0.3 -0.6
H 4.54884 0.57141 0.62746 0.0 0.3 1.3
O -1.91119 -2.78826 -1.85980 -1.1 0.3 -0.3
H -2.48253 -3.33628 -2.41684 0.5 -0.4 0.0
H -2.53650 -2.05309 -1.73757 0.6 0.2 0.3
```
Forces are in eV/Å.

Values from the calculation:
energy relative to the best compared isomer or geometry (same formula, charge and spin) = 4.042 eV
2S+1 = 1
charge = 0
orbital gap = 8.9 eV
structure (SMILES) = NCNCCNC=O.O.O.O.O.O.O.O.O.O